(1)
DFT (ωB97M-V with the def2-TZVPD basis set) results for a cluster of 4 separate species, C8H16O3 in total.

Structure (XYZ):
```
27
Properties=species:S:1:pos:R:3:forces:R:3
C -2.152 1.544 0.217 -0.05 -0.16 -0.05
C -0.768 1.725 0.853 -0.16 0.17 0.13
C 0.590 -0.167 -0.159 0.20 0.47 0.17
C -0.004 0.445 0.995 -0.13 -0.29 -0.01
C 0.121 -0.214 2.218 0.03 0.06 -0.29
C 0.803 -1.418 2.340 0.22 -0.16 -0.02
C 1.384 -2.021 1.183 -0.22 0.25 0.02
C 1.281 -1.371 -0.037 0.04 -0.24 0.31
H -2.070 1.062 -0.758 0.02 0.13 -0.10
H -2.678 2.500 0.111 0.05 -0.03 -0.07
H -2.778 0.876 0.817 0.07 0.09 0.10
H -0.200 2.454 0.258 0.02 -0.13 -0.13
H -0.902 2.206 1.828 0.05 -0.15 0.09
H 0.497 0.314 -1.126 -0.15 -0.14 -0.05
H -0.332 0.220 3.104 -0.02 0.10 0.01
H 0.856 -1.895 3.313 0.09 -0.02 -0.10
H 1.916 -2.961 1.251 -0.05 -0.03 0.04
H 1.724 -1.825 -0.917 -0.03 0.06 -0.03
H 2.434 1.997 0.032 -0.04 -0.02 -0.01
H 1.995 1.716 -1.372 0.07 0.11 0.09
O 2.427 2.407 -0.842 0.07 0.02 -0.06
H -1.042 -1.637 -1.388 0.03 0.00 0.18
H -1.717 -1.575 -0.036 0.13 0.02 -0.08
O -1.864 -1.881 -0.941 -0.18 -0.07 -0.14
H -0.604 -1.023 -3.731 0.01 0.04 -0.03
H 0.831 -0.520 -3.924 0.02 0.05 0.05
O 0.252 -0.957 -3.289 -0.10 -0.12 -0.04
```
Positions in Å, forces in eV/Å.

Calculated values
- LUMO (spin up / spin down): 0.1240 / 0.1278 hartree
- HOMO energy (spin up / spin down): 0.71 / -4.66 eV
- Multiplicity: 2
- Charge: -1
- ⟨S²⟩: 0.756
- HOMO-LUMO gap (spin up / spin down): 2.67 / 8.14 eV
- DFT total energy: -540.11914 hartree

Results of the Löwdin charge analysis, in e, for atoms 1 through 8:
1. C -0.14
2. C -0.26
3. C -0.16
4. C -0.29
5. C -0.11
6. C -0.15
7. C -0.15
8. C -0.17

***

(2)
DFT (ωB97M-V with the def2-TZVPD basis set) results for a cluster of 4 separate species, C8H16O3 in total.

Structure (XYZ):
```
27
Properties=species:S:1:pos:R:3:forces:R:3
C -1.037 2.587 -0.763 0.47 1.07 0.23
C 0.289 2.110 -0.071 -2.28 1.15 -0.37
C 0.279 -0.315 0.235 -0.89 -0.33 1.13
C -0.135 0.924 0.726 0.68 -0.68 -0.30
C -0.981 0.971 1.857 0.35 -1.23 -0.24
C -1.398 -0.242 2.422 0.67 0.59 0.74
C -0.917 -1.496 1.971 -1.16 2.01 1.92
C -0.008 -1.459 0.977 0.79 -2.18 -1.09
H -1.497 1.839 -1.402 -0.23 -0.09 0.42
H -0.753 3.406 -1.429 -0.40 0.25 0.02
H -1.792 2.940 -0.024 0.59 -0.26 -0.55
H 0.981 1.887 -0.885 0.26 -0.17 0.61
H 0.625 2.981 0.521 0.17 -0.62 -0.13
H 0.569 -0.545 -0.781 0.99 0.94 0.31
H -1.324 1.897 2.303 0.20 0.08 -0.11
H -1.861 -0.184 3.420 -0.43 -0.14 -0.77
H -1.279 -2.348 2.536 0.55 -0.27 -0.32
H 0.491 -2.416 0.742 -0.44 0.61 -0.40
H 2.610 -1.619 -0.510 -0.15 -0.84 -0.01
H 3.631 -0.860 0.112 0.69 -0.10 0.49
O 3.423 -1.795 -0.014 -0.53 0.91 -0.44
H -1.110 -2.464 -2.418 -0.06 -0.09 -0.17
H 0.118 -1.546 -2.349 -0.36 -0.31 -0.05
O -0.440 -2.137 -1.815 0.29 0.18 -0.42
H -0.670 0.794 -2.359 0.19 0.35 0.00
H 0.447 1.740 -2.936 -0.11 0.54 0.27
O 0.047 0.881 -2.991 0.14 -1.37 -0.78
```
Positions in Å, forces in eV/Å.

Calculated values
- LUMO: 0.0185 hartree
- HOMO energy: -8.86 eV
- HOMO-LUMO gap: 9.36 eV
- SMILES: CCc1ccccc1.O.O.O
- DFT total energy: -540.10041 hartree

Results of the Löwdin charge analysis, in e, for atoms 1 through 8:
1. C -0.10
2. C -0.19
3. C -0.07
4. C -0.25
5. C -0.04
6. C -0.08
7. C -0.09
8. C -0.12

***

(3)
DFT (ωB97M-V with the def2-TZVPD basis set) results for the molecule C8H16O5.

Structure (XYZ):
```
29
Properties=species:S:1:pos:R:3:forces:R:3
C -1.155 -1.454 -0.691 0.85 1.03 2.92
C -2.384 -0.949 0.051 -0.67 0.40 -2.89
C -2.686 0.605 -0.400 1.72 -2.63 0.10
C 1.109 -0.977 -0.208 0.29 1.32 -1.40
C 2.217 0.842 -1.467 -0.56 -0.02 -0.26
C 3.374 -0.248 0.505 -2.01 1.11 0.24
C 1.276 1.075 0.936 0.05 2.32 -0.93
C 2.020 0.243 -0.096 -0.07 -3.24 0.19
O -0.060 -0.558 -0.831 1.08 -0.16 1.69
O -2.191 -1.134 1.441 2.73 1.88 0.59
O -4.008 0.622 -0.896 0.05 -0.11 0.29
O -2.948 1.252 1.033 -0.74 0.23 0.15
O 1.388 -2.084 0.147 -0.75 -0.40 0.17
H -0.772 -2.268 -0.110 -0.07 -1.09 -0.14
H -1.350 -1.669 -1.643 -1.38 -1.48 -3.71
H -3.168 -1.677 -0.422 0.63 1.36 1.58
H 2.409 0.108 -2.343 -0.72 1.13 1.61
H 3.142 1.357 -1.283 0.32 1.09 -0.78
H 1.316 1.495 -1.542 1.01 -0.23 -1.11
H 3.906 0.693 0.742 0.33 -0.73 -0.18
H 2.996 -0.696 1.442 1.21 -0.38 -0.32
H 3.858 -0.907 -0.223 0.18 0.06 0.67
H 0.835 0.428 1.716 0.15 0.50 -0.24
H 0.482 1.757 0.400 1.38 -1.35 1.39
H 2.112 1.681 1.366 -1.18 0.09 0.23
H -2.754 0.526 1.729 -1.18 0.53 -0.93
H -3.835 1.265 -1.568 -0.76 0.58 -0.86
H -3.894 1.384 0.667 0.68 -0.27 1.76
H -1.235 -0.711 1.547 -2.59 -1.55 0.18
```
Positions in Å, forces in eV/Å.

Calculated values
- LUMO: 0.0166 hartree
- HOMO energy: -7.63 eV
- HOMO-LUMO gap: 8.09 eV
- DFT total energy: -690.42769 hartree

Results of the Löwdin charge analysis, in e, for atoms 1 through 8:
1. C -0.14
2. C -0.31
3. C -0.21
4. C -0.46
5. C -0.03
6. C -0.03
7. C -0.03
8. C -0.58

***

(4)
DFT (ωB97M-V with the def2-TZVPD basis set) results for a structure of composition C8H16O5Pb.

Structure (XYZ):
```
30
Properties=species:S:1:pos:R:3:forces:R:3
C -2.161 -0.653 -2.320 1.41 -1.12 -1.11
H -2.440 -1.553 -2.879 0.79 -0.15 -0.09
H -2.655 -0.865 -1.369 0.06 1.27 0.02
H -2.363 0.152 -3.038 -0.59 0.23 1.10
O -1.186 -0.470 1.018 -3.93 -1.95 2.68
C -0.949 -0.248 2.370 0.18 -0.12 1.54
C -0.408 1.161 2.597 -0.79 0.33 0.74
O 0.631 1.385 1.635 1.01 1.22 2.28
C 0.965 2.741 1.382 -0.01 1.00 0.10
C 1.603 2.820 0.016 0.72 0.37 0.18
O 0.748 2.118 -0.890 0.43 3.13 -0.69
C 1.039 2.335 -2.266 0.36 0.21 -1.05
Pb 0.203 0.217 -0.104 1.69 -2.48 -3.70
H -0.232 -0.979 2.800 -0.26 0.19 -0.30
H -1.874 -0.338 2.975 0.30 0.03 -0.43
H -0.012 1.306 3.614 -0.10 -0.11 -0.35
H -1.208 1.895 2.403 0.25 -0.15 0.09
H 1.647 3.127 2.151 -0.17 -0.13 -0.18
H 0.040 3.337 1.381 0.21 -0.12 0.09
H 2.610 2.372 0.001 -0.26 0.04 -0.02
H 1.690 3.870 -0.294 -0.07 -0.25 0.09
H 0.243 1.859 -2.847 0.27 0.02 0.14
H 1.045 3.413 -2.475 -0.05 -0.25 0.09
H 2.020 1.908 -2.521 -0.34 0.04 0.05
O -0.669 -0.558 -2.090 -4.53 1.57 0.99
C 0.187 -1.304 -2.758 4.87 -3.01 -0.75
C 1.453 -1.470 -2.140 -4.23 -1.52 -5.42
O 1.697 -0.915 -1.043 2.69 1.10 3.40
H -0.171 -1.883 -3.612 0.29 0.41 0.18
H 2.216 -2.066 -2.658 -0.20 0.20 0.33
```
Positions in Å, forces in eV/Å.

Calculated values
- LUMO (spin up / spin down): -0.0937 / -0.1594 hartree
- HOMO energy (spin up / spin down): -10.49 / -10.43 eV
- Multiplicity: 2
- Charge: +1
- ⟨S²⟩: 0.756
- HOMO-LUMO gap (spin up / spin down): 7.94 / 6.10 eV
- DFT total energy: -883.00619 hartree

Results of the Löwdin charge analysis, in e, for atoms 1 through 8:
1. C 0.04
2. H 0.10
3. H 0.10
4. H 0.11
5. O -0.32
6. C -0.28
7. C -0.15
8. O -0.28